A molecular structure, C11H12N2PPm. Source: the Open Molecules 2025 dataset; level of theory: wB97M-V/def2-TZVPD.

Each line ends with the Löwdin charge.
CARTESIAN COORDINATES (ANGSTROEM)
C  0.36  -0.73  -3.15  -0.28
C  -0.55  0.00  -3.88  -0.41
C  -0.69  1.41  -3.63  -0.33
C  0.35  2.05  -2.87  -0.41
C  1.22  1.33  -2.09  -0.23
Pm  -0.72  0.31  -1.38  1.16
P  -0.11  -2.45  -0.58  0.66
H  0.61  -1.78  -3.37  -0.01
H  -1.26  -0.44  -4.60  0.08
H  -1.52  1.97  -4.06  0.08
H  2.06  1.79  -1.55  0.01
H  0.34  3.15  -2.90  0.08
H  1.18  -2.84  -0.09  -0.11
H  -0.25  -3.52  -1.51  -0.11
H  -0.83  -3.05  0.49  -0.14
N  0.00  -0.25  6.35  0.17
C  -0.01  -0.03  5.19  -0.15
C  -0.01  0.18  3.77  -0.21
C  1.05  -0.32  3.01  0.01
C  1.02  -0.18  1.63  -0.12
N  -0.04  0.39  1.00  -0.11
C  -1.06  0.91  1.74  -0.12
C  -1.07  0.83  3.12  0.00
H  1.89  -0.82  3.49  0.13
H  1.83  -0.55  1.00  0.12
H  -1.88  1.38  1.18  0.11
H  -1.90  1.25  3.69  0.13

Properties
Energy relative to the best compared isomer or geometry (same formula, charge and spin) (kJ/mol): 67.00
Frontier orbital gap (alpha / beta) (eV): 3.93 / 4.06
<S²>: 6.0588
Spin multiplicity: 5